Record 1
A single C6H10N2OSi molecule at a distorted geometry. Source: OMol25; level of theory: wB97M-V/def2-TZVPD.

- Frontier orbital gap: 11.3 eV
- LUMO level: 0.14 eV
- Charge: 0
- Relative energy (zero: lowest compared OMol25 entry of this formula, charge and spin): 0.00 kcal per mole
- HOMO level: -11.14 eV
- Structure (SMILES): CCO[Si](C#N)(C#N)CC

Each line ends with the natural charge from an NBO analysis.
CARTESIAN COORDINATES (ANGSTROEM)
C1 0.8889 1.7152 -1.1040  -0.058
C2 -1.7315 -0.3180 -1.5168  -0.164
H1 -1.9177 -2.7759 1.1235  0.216
N1 -3.4036 0.7937 1.6166  -0.276
N2 -2.0615 -0.6595 -2.5576  -0.265
H2 -0.7113 -2.8674 2.5219  0.216
H3 0.4334 2.7239 -1.2561  0.170
C3 -2.3928 0.6807 1.0844  -0.168
H4 -0.3194 -3.5152 1.0629  0.211
O1 0.4426 0.8954 -0.1419  -0.870
H5 2.3961 3.1264 -0.3507  0.206
H6 0.6085 -1.7749 0.2848  0.238
H7 2.6980 2.5157 -1.9003  0.211
H8 0.5516 -1.2129 2.0003  0.269
C4 2.3451 2.2389 -0.9243  -0.614
C5 -0.0671 -1.4636 1.1281  -0.869
C6 -0.8529 -2.7339 1.4963  -0.605
H9 3.0452 1.3881 -0.6007  0.206
Si1 -0.8757 -0.0505 0.1621  1.777
H10 0.9242 1.2938 -2.1285  0.169

Record 2
5 unconnected molecules or ions with the total composition C32H71N6O16PS2 at a distorted geometry. Source: OMol25; level of theory: wB97M-V/def2-TZVPD.

- Frontier orbital gap: 5.2 eV
- LUMO level: -3.12 eV
- Charge: 0
- HOMO level: -8.27 eV

Each line ends with the Löwdin charge.
CARTESIAN COORDINATES (ANGSTROEM)
H1 -0.8008 3.9542 4.4333  0.107
H2 4.9110 7.4433 -0.1076  0.089
H3 0.4052 -4.9205 5.3932  0.116
H4 -5.9027 -3.6270 -0.9117  0.101
H5 0.3498 3.8815 1.5052  0.070
O1 -4.0250 -1.0312 -0.0249  -0.195
H6 -5.6262 -5.2647 -1.7978  0.133
C1 6.8592 -3.4378 -3.5978  -0.119
H7 3.3127 7.0522 -3.3614  0.069
H8 4.7786 -5.5201 -4.6761  0.117
O2 0.2046 5.6296 3.6870  -0.183
H9 4.5256 -3.0016 -2.0863  0.069
H10 -5.4351 2.0471 2.4504  0.101
C2 -4.4460 -1.0555 1.4146  -0.422
C3 -0.8423 5.8912 2.7617  -0.100
H11 -1.7434 5.3064 2.9692  0.087
C4 4.5732 6.9574 -1.0287  -0.100
C5 2.6679 5.1281 -3.5607  -0.201
H12 3.8167 7.6041 -1.4760  0.068
N1 -8.3943 -1.6785 2.3727  0.053
O3 -4.4620 -2.1250 -2.9075  -0.217
C6 3.6349 -4.4710 -3.1841  -0.207
H13 2.6612 4.3666 -4.3474  0.122
H14 -10.3875 -4.9856 1.8740  -0.088
N2 3.8387 -3.7354 -1.9312  -0.052
C7 -8.5083 -3.1631 2.4575  -0.468
P1 -7.1373 0.6588 1.9396  0.788
C8 5.6346 5.7241 -2.7871  -0.218
C9 2.0833 -3.6193 3.7377  -0.204
C10 -5.7987 -3.4875 1.8653  -0.006
N3 0.4627 3.0027 2.0047  -0.051
H15 -1.6232 5.0133 -1.1656  0.091
C11 1.9919 -1.9831 -2.2536  -0.208
H16 7.5234 -4.3075 -3.5934  0.086
H17 0.7435 6.0288 -4.0900  0.124
H18 5.0561 5.1825 -4.8032  0.116
C12 -1.4643 2.2500 0.6423  -0.192
O4 -3.6975 -4.5468 -3.5520  -0.398
H19 -0.4947 5.7100 1.7435  0.069
O5 2.2226 -2.2371 1.7351  -0.224
C13 1.0023 3.2973 3.3376  -0.198
H20 -1.0982 6.9534 2.8324  0.087
C14 0.2148 4.2985 4.2057  -0.217
H21 2.1183 -0.1672 1.8948  0.092
H22 2.6303 -3.8670 4.6533  0.120
O6 -3.6130 -0.4611 2.2786  -0.072
C15 2.7642 -2.4264 3.0492  -0.193
C16 -4.4537 -5.1996 0.1525  -0.185
H23 0.5974 -6.0346 3.0960  0.110
C17 -5.8448 -1.8161 1.8037  0.083
H24 5.2588 4.8304 -2.2753  0.108
H25 3.8276 -2.6574 2.9213  0.121
H26 2.6954 -1.5183 3.6603  0.121
C18 4.8904 6.0122 -4.1059  -0.197
H27 -5.9397 1.2336 0.0379  0.091
H28 6.6763 5.5012 -3.0476  0.118
H29 4.7069 -1.2120 -3.0233  0.068
O7 -5.9488 1.3818 2.9972  -0.162
H30 1.5315 8.2037 -2.8983  0.078
C19 2.6131 -3.1160 -1.4128  -0.188
C20 3.7549 -0.8196 -3.3840  -0.101
H31 -1.5297 2.8108 2.7078  0.100
C21 -0.8271 2.3044 2.0394  -0.199
H32 -0.6752 1.2839 2.4060  0.112
O8 -2.4115 -3.4544 -1.6867  -0.367
H33 0.2312 -2.9133 3.2590  0.071
H34 1.8601 -3.8947 -1.2430  0.117
H35 0.5881 -1.0475 2.2080  0.075
H36 -7.3767 -5.4037 2.3051  0.120
O9 -1.8970 3.5575 0.2434  -0.204
H37 -5.0378 -6.2191 0.3271  0.131
H38 -3.3152 -5.4444 -0.1128  0.131
H39 0.7304 4.3620 5.1715  0.118
H40 -0.8722 -6.3904 3.9731  0.116
H41 3.1025 4.6887 -2.6580  0.103
H42 0.5325 -4.9475 1.1791  0.090
H43 3.9280 0.2161 -3.6936  0.085
O10 5.6909 6.8421 -1.8995  -0.183
O11 2.8022 -0.8089 -2.3290  -0.183
H44 3.0451 -5.3711 -2.9822  0.120
H45 5.5916 -5.4510 -3.1077  0.119
N4 3.4508 6.2835 -4.0130  -0.057
H46 -5.1634 -1.7611 -2.2907  0.074
H47 -0.7853 1.7970 -0.0903  0.124
S1 -3.8293 -3.6194 -2.2822  0.807
O12 -6.9082 1.0558 0.2440  -0.173
O13 5.6625 -3.7191 -4.3085  -0.203
H48 3.4120 -1.3857 -4.2551  0.090
H49 5.3450 6.8996 -4.5614  0.116
H50 -1.0535 -4.1051 4.8473  0.115
N5 -7.1739 -1.1607 2.0700  -0.164
H51 7.3699 -2.6138 -4.1028  0.088
H52 1.0704 -1.6738 -1.7459  0.112
H53 -4.3701 -5.1693 2.4284  0.140
C22 -0.0789 -4.4801 4.5135  -0.196
H54 -0.4652 -3.4774 1.4397  0.079
H55 -1.0447 -4.7634 0.3879  0.070
H56 0.6460 4.6265 -3.0178  0.105
H57 1.6838 -2.3166 -3.2514  0.111
C23 -5.0821 -4.4272 -1.1432  -0.234
H58 1.1270 2.3590 3.8910  0.114
C24 -0.3303 -5.5829 3.4663  -0.215
H59 1.2150 -0.9049 0.5562  0.082
C25 -0.4828 -4.5601 1.3052  -0.091
H60 4.1418 5.9868 -0.7668  0.090
C26 -1.1640 4.0696 -0.8598  -0.124
C27 1.2216 5.5328 -3.2366  -0.200
H61 -1.1984 3.3764 -1.7059  0.087
O14 -8.5714 1.2252 2.3866  -0.344
H62 2.1408 -4.4749 3.0585  0.101
C28 4.9774 -4.8767 -3.8118  -0.206
O15 1.1861 6.3397 -2.0518  -0.215
N6 0.6899 -3.3087 4.0762  -0.053
H63 -3.4756 -3.6811 1.6978  0.139
C29 1.4993 -1.0220 1.6052  -0.098
C30 -4.4476 -4.3593 1.5544  -0.156
H64 -2.3613 1.6227 0.6918  0.105
H65 2.0079 3.7053 3.1825  0.116
S2 -10.1930 -3.9302 2.8174  0.689
H66 -0.1871 7.6994 -2.8177  0.087
C31 -7.2486 -4.2410 2.2272  0.078
H67 3.0953 -3.8607 -3.9142  0.102
C32 0.7798 7.6765 -2.3056  -0.112
H68 0.6763 8.1894 -1.3458  0.090
H69 2.8653 -2.7045 -0.4285  0.098
H70 6.6375 -3.1290 -2.5732  0.078
O16 -1.1718 -5.1734 2.3869  -0.206
H71 -0.1269 4.2669 -0.5774  0.073

Record 3
3 unconnected molecules or ions with the total composition C12H31BFO8P2 at a distorted geometry. Source: OMol25; level of theory: wB97M-V/def2-TZVPD.

- Frontier orbital gap: 5.2 eV
- LUMO level: 2.63 eV
- Charge: -1
- HOMO level: -2.60 eV

Each line ends with the natural charge from an NBO analysis.
CARTESIAN COORDINATES (ANGSTROEM)
H1 -0.5062 -2.7816 -3.5045  0.209
O1 -3.5795 -0.3074 3.2986  -0.531
C1 -2.3606 -3.0998 1.3779  -0.623
H2 0.9220 1.6215 -1.1448  0.209
O2 1.5209 0.4814 1.1377  -1.012
H3 -3.3114 1.9008 4.4311  0.247
H4 4.3747 2.8596 -4.5478  0.225
H5 4.0366 4.5515 -4.1222  0.217
H6 3.5810 -1.2877 1.9776  0.163
C2 -4.1894 1.3983 4.8294  -0.722
H7 0.1839 1.1710 -2.6250  0.233
H8 0.7343 -2.9276 -1.4999  0.160
H9 3.7608 -0.6858 0.3443  0.160
O3 3.1988 2.8370 -1.7078  -0.515
H10 -2.0912 -4.1472 1.4789  0.179
H11 -1.5754 2.8975 -0.5349  0.472
H12 2.1707 1.0509 0.6998  0.494
H13 -5.5244 -1.7158 3.9963  0.240
O4 -2.9480 0.1847 0.2162  -1.014
P1 -1.4221 0.8930 0.1311  0.883
H14 -5.0695 2.0192 4.6529  0.224
H15 3.9496 -2.4097 0.6516  0.176
P2 -0.1481 -0.6672 -0.9987  1.164
C3 -1.1119 -2.2594 1.0228  -0.056
H16 5.5676 3.1110 -0.9302  0.234
H17 -3.0731 -3.0253 0.5690  0.218
O5 -1.7500 2.0754 -1.0229  -0.993
O6 2.0252 -1.7896 0.6956  -0.779
H18 -6.4614 -0.2568 4.3780  0.224
H19 -4.0662 1.2553 5.9046  0.221
C4 -4.3530 0.0623 4.1448  0.597
C5 0.8507 -1.9918 -2.0346  -0.083
H20 2.7280 3.3486 -4.1011  0.248
C6 3.7841 3.5121 -3.9025  -0.721
C7 0.7787 0.7793 -1.8101  -0.995
C8 -5.5278 -0.7897 4.5658  -0.720
H21 -2.7851 -2.7898 2.3242  0.197
H22 -1.1555 -1.3716 1.6569  0.163
F1 2.2470 -1.7146 -2.0601  -0.425
H23 6.1594 2.7097 -2.5548  0.225
C9 3.4003 -1.5210 0.9333  -0.240
H24 1.1763 -2.9279 -3.8931  0.175
H25 -3.1628 0.2423 1.1637  0.489
H26 -5.4602 -1.0217 5.6302  0.221
O7 -1.0962 -2.0050 -0.3366  -0.850
O8 -1.3859 -0.5724 -2.2508  -1.051
H27 5.8243 4.4001 -2.1243  0.219
C10 4.0711 3.2029 -2.4521  0.588
H28 -2.0375 -1.2629 -2.0626  0.476
H29 -0.2567 -2.8513 1.3489  0.155
C11 0.4331 -2.2552 -3.4550  -0.629
H30 0.4195 -1.3657 -4.0700  0.205
C12 5.5007 3.3670 -1.9847  -0.718
H31 1.7602 0.5487 -2.2173  0.213
B1 1.2494 -0.6797 0.3874  0.962

Record 4
A molecular structure, C10H12F6IrN2O4S3Si at a distorted geometry. Source: OMol25; level of theory: wB97M-V/def2-TZVPD.

- 2S+1: 2
- Frontier orbital gap (alpha / beta): 5.5 / 4.8 eV
- Expectation value of S²: 1.04
- LUMO level (alpha / beta): -10.80 / -11.40 eV
- Charge: +2
- Relative energy (zero: lowest compared OMol25 entry of this formula, charge and spin): 68.53 kcal per mole
- HOMO level (alpha / beta): -16.27 / -16.23 eV

Each line ends with the natural charge from an NBO analysis.
CARTESIAN COORDINATES (ANGSTROEM)
N1 0.1602 1.3015 -0.8994  -0.499
F1 3.7663 -4.5735 -0.8543  -0.252
F2 1.9258 -4.0318 -1.8422  -0.276
Si1 -3.4383 0.4346 1.0917  1.517
S1 2.9129 -2.0435 -0.5175  2.149
C1 5.4907 0.8639 -0.1785  0.760
C2 -2.1418 1.0486 -0.2110  -0.310
O1 2.1510 -1.2183 -1.4781  -0.822
O2 2.1833 -2.2332 0.6960  -0.891
C3 -0.2179 1.8761 -2.0275  0.132
H1 -3.6911 -1.9073 1.9505  0.277
S2 4.7498 -0.5102 0.9120  2.244
H2 -5.5772 1.5443 0.3496  0.245
H3 -2.0077 -1.5646 1.5058  0.214
O3 5.7017 -1.0022 1.8133  -0.777
C4 -0.7687 0.8938 -0.0006  -0.001
H4 -2.2537 1.6947 2.8851  0.223
F3 6.4094 0.4035 -0.9845  -0.254
H5 0.5533 2.2047 -2.7112  0.254
F4 5.9225 1.8977 0.5022  -0.262
F5 4.4204 1.2629 -0.9154  -0.348
H6 -5.4949 -0.1294 -0.2544  0.246
H7 -5.9448 0.1958 1.4158  0.275
N2 4.3476 -1.4451 -0.2980  -1.203
Ir1 2.1113 0.5000 -0.0650  1.311
F6 3.8118 -3.3088 -2.6053  -0.270
C5 -3.2690 1.7295 2.4966  -1.066
H8 -3.9644 1.4967 3.2997  0.276
H9 -3.4770 2.7420 2.1551  0.264
C6 -3.0488 -1.4422 1.2061  -1.063
C7 -5.3129 0.5207 0.5952  -1.066
C8 -2.5277 1.6518 -1.4077  -0.121
H10 -3.5734 1.7991 -1.6349  0.268
C9 -1.5707 2.0621 -2.3224  -0.127
C10 3.1444 -3.6335 -1.5212  0.827
S3 -0.0020 0.1662 1.3819  0.508
O4 3.5796 0.1813 1.4608  -0.921
H11 -1.8605 2.5340 -3.2487  0.276
H12 -3.1997 -1.9620 0.2606  0.264

Record 5
A molecular structure, C4H5MgNaO5 at a distorted geometry. Source: OMol25; level of theory: wB97M-V/def2-TZVPD.

- 2S+1: 2
- Frontier orbital gap (alpha / beta): 1.9 / 10.5 eV
- Expectation value of S²: 0.75
- LUMO level (alpha / beta): -13.92 / -11.38 eV
- Charge: +3
- HOMO level (alpha / beta): -15.81 / -21.87 eV

Each line ends with the natural charge from an NBO analysis.
CARTESIAN COORDINATES (ANGSTROEM)
H1 -2.6664 -0.9694 0.1878  0.319
Na1 -2.3718 -6.7207 -3.3699  0.997
H2 -0.6616 -0.4245 -0.0068  0.311
H3 -1.3266 -1.2489 1.3770  0.293
O1 -2.3165 4.2911 0.5056  -0.533
C1 -1.4287 -3.3492 -2.5671  1.005
Mg1 0.4437 -1.9838 -4.5102  1.340
H4 -1.0247 -3.1772 -0.0639  0.236
H5 -2.0682 4.9600 1.1634  0.565
C2 -2.0794 3.0900 0.9178  0.960
C3 -1.4470 -2.2543 -0.4742  0.592
O2 -2.0296 -4.3389 -2.2117  -0.636
O3 -1.5419 -2.1654 -1.7518  -0.429
C4 -1.5219 -1.0363 0.3197  -0.750
O4 -2.2298 2.0721 0.3075  -0.353
O5 -0.6787 -3.1638 -3.5361  -0.918

Record 6
A single C6H11ClN4 molecule at a distorted geometry. Source: OMol25; level of theory: wB97M-V/def2-TZVPD.

- Frontier orbital gap: 8.0 eV
- LUMO level: 0.75 eV
- Charge: 0
- Relative energy (zero: lowest compared OMol25 entry of this formula, charge and spin): 80.56 kcal per mole
- HOMO level: -7.26 eV

Each line ends with the natural charge from an NBO analysis.
CARTESIAN COORDINATES (ANGSTROEM)
H1 1.6585 -1.5416 -1.0818  0.224
N1 0.5743 0.5540 1.1667  -0.360
H2 1.6625 0.8063 -1.4661  0.381
H3 -1.2946 0.9446 1.8450  0.212
N2 0.7666 0.3626 -1.3286  -0.470
H4 2.4144 -0.1497 0.7434  0.205
H5 -0.5766 -0.7470 2.2468  0.201
C1 -0.7315 0.1018 1.5147  -0.247
H6 -0.9553 -1.8584 -1.5190  0.216
C2 -1.3781 -0.5112 0.2100  -0.262
H7 1.3333 -1.3856 1.4255  0.191
C3 -1.2352 0.7827 -0.5024  -0.233
H8 -2.4555 -0.6935 0.4248  0.236
H9 -1.3347 0.5943 -1.5844  0.239
N3 0.1594 1.2231 -0.3689  0.155
C4 0.8703 -0.9356 -0.6731  -0.083
C5 1.3758 -0.4963 0.7278  -0.267
Cl1 1.6524 3.1605 -0.8678  0.112
C6 -0.5110 -1.6522 -0.4560  -0.405
H10 -2.0262 1.5222 -0.1230  0.247
H11 -0.2796 -2.5373 0.0168  0.221
N4 0.3106 2.4563 -0.3507  -0.514

Record 7
5 unconnected molecules or ions with the total composition C13H37BClNO4S4. Source: OMol25; level of theory: wB97M-V/def2-TZVPD.

- Frontier orbital gap: 9.0 eV
- LUMO level: 0.39 eV
- Charge: 0
- HOMO level: -8.57 eV

Each line ends with the natural charge from an NBO analysis.
CARTESIAN COORDINATES (ANGSTROEM)
H1 -0.4631 2.3592 1.8864  0.146
H2 -3.4028 -5.5910 -4.1397  0.249
H3 1.1135 3.6544 0.6480  0.234
H4 -0.5666 -5.2183 0.2785  0.237
H5 1.2207 0.6718 0.9840  0.226
H6 -6.2222 -4.8706 -0.6603  0.239
N1 -1.8968 3.3987 0.6679  -0.847
H7 0.4069 -0.9526 -2.3468  0.258
C1 -4.4098 -5.3694 -3.7930  -0.829
H8 -0.8403 6.2865 2.9823  0.248
H9 -4.7500 -4.4294 -4.2264  0.230
H10 -3.3583 -2.7834 -0.4802  0.218
Cl1 1.2967 7.2002 1.3315  -0.186
H11 6.5737 0.4833 1.4666  0.230
H12 -0.3583 3.8308 3.6503  0.195
C2 1.6674 4.3843 1.2515  -0.816
C3 2.2702 3.6717 2.4917  -0.592
H13 -2.7071 -2.0912 1.0498  0.222
H14 2.3523 0.5105 -0.3954  0.259
O1 -0.9287 -3.2223 -1.8183  -1.003
H15 6.8837 -1.5590 -0.8739  0.234
B1 0.7073 5.5607 1.6457  0.782
C4 -2.5686 -2.1839 -0.0279  -0.842
H16 1.1958 -0.8057 -0.0177  0.238
C5 -0.7138 5.4553 2.2822  -0.829
H17 -6.3893 -4.0203 -2.2184  0.228
O2 -1.1969 0.5643 -0.6396  -1.029
H18 -1.1834 3.9049 0.1554  0.340
H19 -1.4264 5.6650 1.4707  0.272
H20 7.9136 -0.0937 -0.7053  0.229
H21 -1.6186 -4.4074 1.4683  0.223
S1 -1.0008 -2.9845 -0.3481  1.244
C6 -1.1342 4.1316 2.9404  -0.391
H22 -6.6258 -5.8009 -2.1283  0.230
C7 7.0298 -0.5227 -1.1769  -0.830
O3 4.4032 -0.3033 -1.2387  -0.997
H23 1.5862 0.3177 -2.8351  0.239
H24 -2.0371 4.2977 3.5328  0.206
O4 -3.9967 -6.5431 -1.4603  -0.988
H25 -2.0975 2.5715 0.1132  0.388
S2 5.5843 0.4309 -0.7091  1.254
H26 1.9820 2.6215 2.5458  0.206
H27 4.7935 0.5332 1.5101  0.240
S3 0.1488 1.0456 -1.0836  1.247
C8 -1.4217 -4.5576 0.4069  -0.831
H28 -5.0856 -6.1885 -4.0374  0.229
H29 -2.2873 -4.9746 -0.1057  0.244
H30 7.1190 -0.4576 -2.2591  0.244
C9 -1.3804 2.9641 1.9652  -0.212
C10 0.5535 0.1086 -2.5553  -0.831
H31 1.9596 4.1276 3.4347  0.205
H32 -2.1379 2.3016 2.3886  0.196
H33 -0.1275 0.4320 -3.3399  0.236
C11 -6.0757 -4.9460 -1.7358  -0.832
C12 5.6595 0.0640 1.0469  -0.831
H34 5.6205 -1.0161 1.1855  0.233
H35 -2.5024 -1.1957 -0.4744  0.279
H36 2.4720 4.7556 0.6156  0.232
S4 -4.3182 -5.2004 -2.0110  1.259
H37 3.3596 3.7115 2.4652  0.213
C13 1.3566 0.2726 -0.0203  -0.846

Record 8
2 unconnected molecules or ions with the total composition C2H3NO2 at a distorted geometry. Source: OMol25; level of theory: wB97M-V/def2-TZVPD.

- Frontier orbital gap: 10.5 eV
- LUMO level: 0.77 eV
- Charge: 0
- Relative energy (zero: lowest compared OMol25 entry of this formula, charge and spin): 113.10 kcal per mole
- HOMO level: -9.74 eV
- Structure (SMILES): C#[N+][O-].C=O

Each line ends with the natural charge from an NBO analysis.
CARTESIAN COORDINATES (ANGSTROEM)
H1 -0.3466 -1.4270 2.6625  0.114
C1 -0.0587 -0.8013 1.8545  0.299
C2 0.6203 0.9426 -2.0063  -0.086
H2 1.6298 0.6627 -1.7748  0.232
O1 -1.6509 0.6209 -1.9834  -0.365
O2 -0.5274 -0.4308 0.8467  -0.480
N1 -0.4941 0.6745 -1.7868  0.218
H3 0.8275 -0.2416 2.1875  0.068

Which of these has the highest charge?
C4H5MgNaO5